C56H122N10O8 | the ωB97M-V functional and the def2-TZVPD basis

Each line ends with the Mulliken charge.
CARTESIAN COORDINATES (ANGSTROEM)
C -24.153 -19.902 14.091  -1.786
C -24.408 -19.184 15.430  1.723
C -23.150 -19.236 16.296  -0.346
C -22.105 -18.282 15.786  -0.977
C -22.643 -16.847 15.722  -0.727
C -23.922 -16.723 14.896  1.866
N -24.834 -17.796 15.307  0.396
O -26.036 -17.723 14.533  -0.547
C -24.597 -15.405 15.279  -2.125
C -23.557 -16.686 13.397  -1.917
C -25.531 -19.961 16.138  -2.193
H -23.459 -19.381 13.425  0.312
H -25.040 -20.046 13.475  0.378
H -23.620 -20.834 14.298  0.406
H -23.522 -18.924 17.280  -0.665
H -22.663 -20.203 16.451  0.932
H -21.643 -18.522 14.825  0.591
H -21.243 -18.167 16.459  0.103
H -21.864 -16.262 15.217  0.667
H -22.732 -16.383 16.708  -0.289
H -25.399 -15.143 14.581  0.447
H -24.986 -15.486 16.292  0.445
H -23.916 -14.558 15.166  0.390
H -24.465 -16.895 12.827  0.403
H -23.148 -15.721 13.107  0.462
H -22.825 -17.465 13.185  0.315
H -26.376 -20.024 15.453  0.586
H -25.762 -19.485 17.089  0.318
H -25.208 -20.991 16.303  0.379
H -26.688 -17.466 15.192  0.339
C -23.143 -21.968 22.781  -1.724
C -23.038 -21.338 21.412  2.168
C -24.412 -20.790 21.022  -0.931
C -24.332 -19.835 19.837  -0.208
C -23.504 -18.629 20.295  -1.415
C -22.092 -19.049 20.629  1.475
N -22.024 -20.280 21.413  0.561
O -20.703 -20.720 21.588  0.315
C -21.224 -19.116 19.353  -0.514
C -21.431 -17.941 21.503  -1.388
C -22.662 -22.475 20.452  -1.810
H -23.260 -21.219 23.574  0.435
H -22.275 -22.594 22.988  0.377
H -24.048 -22.569 22.918  -0.401
H -25.023 -21.615 20.650  -0.150
H -24.932 -20.343 21.872  0.478
H -25.286 -19.567 19.389  0.764
H -23.783 -20.366 19.050  -0.141
H -24.023 -18.225 21.168  0.604
H -23.484 -17.888 19.492  0.408
H -21.305 -18.199 18.777  -0.516
H -20.153 -19.197 19.571  -0.219
H -21.552 -19.983 18.773  0.330
H -20.351 -18.000 21.351  -0.213
H -21.676 -16.948 21.113  0.766
H -21.707 -18.025 22.550  0.247
H -23.387 -23.294 20.500  0.322
H -21.677 -22.888 20.680  0.272
H -22.650 -22.225 19.384  0.307
H -20.264 -20.565 20.740  0.026
C -28.816 -25.864 23.863  -1.795
C -28.932 -24.917 22.668  1.899
C -28.304 -23.553 22.944  -1.545
C -26.785 -23.587 22.942  -0.523
C -26.257 -24.119 21.642  -0.912
C -26.880 -25.441 21.219  2.131
N -28.336 -25.387 21.405  0.006
O -28.838 -26.708 21.113  -0.514
C -26.605 -25.629 19.729  -2.034
C -26.166 -26.583 21.968  -1.755
C -30.414 -24.637 22.378  -2.044
H -27.950 -25.721 24.509  0.315
H -28.690 -26.892 23.502  0.370
H -29.745 -25.910 24.430  0.411
H -28.652 -22.841 22.189  0.371
H -28.673 -23.173 23.901  0.469
H -26.474 -24.187 23.812  0.359
H -26.405 -22.605 23.248  0.319
H -25.166 -24.207 21.686  0.189
H -26.366 -23.386 20.833  0.225
H -27.188 -26.452 19.327  0.459
H -26.806 -24.719 19.160  0.389
H -25.537 -25.823 19.597  0.338
H -25.099 -26.359 21.908  0.436
H -26.379 -26.559 23.039  0.358
H -26.377 -27.574 21.578  0.380
H -30.910 -24.315 23.296  0.439
H -30.920 -25.563 22.084  0.481
H -30.568 -23.903 21.591  0.397
H -29.486 -26.533 20.424  0.371
C -19.414 -14.161 23.388  -1.489
C -17.996 -14.684 23.684  1.831
C -17.972 -16.214 23.554  -1.951
C -17.913 -16.635 22.093  1.304
C -16.716 -16.003 21.420  -0.985
C -16.742 -14.470 21.503  1.935
N -16.911 -14.104 22.898  0.300
O -16.902 -12.693 23.024  -0.532
C -15.383 -13.976 21.023  -2.254
C -17.812 -13.889 20.561  -1.348
C -17.720 -14.315 25.153  -1.882
H -20.115 -14.581 24.112  0.430
H -19.787 -14.510 22.418  0.112
H -19.500 -13.076 23.367  0.331
H -17.072 -16.556 24.082  0.356
H -18.860 -16.638 24.024  0.513
H -18.860 -16.297 21.654  -0.732
H -17.890 -17.715 21.911  0.152
H -16.570 -16.295 20.379  0.066
H -15.827 -16.311 21.988  0.355
H -14.574 -14.441 21.601  0.461
H -15.167 -14.232 19.983  0.306
H -15.234 -12.897 21.101  0.477
H -17.514 -14.041 19.520  0.317
H -18.770 -14.406 20.633  -0.073
H -17.956 -12.825 20.741  0.484
H -17.589 -13.253 25.310  0.456
H -16.796 -14.847 25.422  0.454
H -18.469 -14.792 25.778  0.265
H -16.122 -12.518 23.559  0.355
C -19.486 -21.056 27.394  -1.767
C -20.963 -21.242 27.028  2.099
C -21.793 -21.505 28.277  -1.355
C -21.975 -20.296 29.168  -0.646
C -22.628 -19.205 28.326  -1.367
C -21.854 -18.874 27.048  1.795
N -21.550 -20.097 26.312  -0.165
O -20.768 -19.779 25.182  0.987
C -22.751 -17.975 26.214  -1.926
C -20.580 -18.084 27.439  -1.555
C -21.122 -22.444 26.120  -1.935
H -18.955 -20.530 26.609  0.129
H -19.010 -22.028 27.540  0.525
H -19.373 -20.500 28.324  0.305
H -22.803 -21.750 27.917  0.365
H -21.483 -22.419 28.787  0.405
H -21.080 -19.923 29.675  0.330
H -22.617 -20.582 30.008  0.416
H -22.764 -18.322 28.954  0.295
H -23.631 -19.558 28.063  0.390
H -22.254 -17.635 25.296  0.201
H -23.716 -18.412 25.958  0.379
H -22.919 -17.021 26.724  0.488
H -20.717 -17.009 27.499  0.517
H -20.225 -18.429 28.412  0.279
H -19.769 -18.322 26.751  0.127
H -20.590 -22.357 25.169  0.142
H -22.165 -22.576 25.806  0.357
H -20.863 -23.379 26.620  0.534
H -21.238 -20.157 24.426  -0.267
C -16.072 -23.264 21.539  -1.737
C -16.610 -21.839 21.315  1.710
C -17.068 -21.292 22.677  -0.581
C -16.031 -20.529 23.498  -1.467
C -15.318 -19.531 22.606  -0.365
C -14.648 -20.159 21.423  1.946
N -15.653 -20.934 20.699  0.972
O -15.135 -21.539 19.526  -0.601
C -14.153 -19.039 20.501  -1.631
C -13.426 -21.005 21.821  -1.789
C -17.849 -21.939 20.431  -1.535
H -15.715 -23.746 20.632  0.353
H -16.883 -23.838 21.990  0.467
H -15.261 -23.269 22.270  0.372
H -17.998 -20.710 22.601  -0.377
H -17.441 -22.120 23.294  0.644
H -15.377 -21.267 23.978  0.481
H -16.480 -19.957 24.306  0.441
H -14.683 -18.794 23.103  0.749
H -16.121 -18.884 22.213  -0.753
H -13.444 -18.387 21.002  0.402
H -13.773 -19.421 19.555  0.566
H -15.047 -18.452 20.242  -0.092
H -12.680 -21.088 21.033  0.353
H -12.934 -20.534 22.679  0.373
H -13.702 -22.010 22.131  0.281
H -18.180 -20.925 20.186  -0.205
H -18.621 -22.510 20.948  0.364
H -17.649 -22.459 19.491  0.432
H -15.190 -20.852 18.855  0.365
C -17.123 -17.059 17.981  0.339
O -18.133 -16.444 18.298  -0.484
N -16.579 -18.030 18.772  0.116
N -16.550 -16.871 16.739  -0.455
H -17.150 -18.325 19.542  -0.343
H -15.703 -18.434 18.510  0.094
H -15.579 -17.063 16.574  0.177
H -17.038 -16.215 16.158  0.228
C -21.298 -14.531 18.326  0.403
O -22.465 -14.177 18.475  -0.716
N -20.337 -13.785 17.670  -0.331
N -20.801 -15.697 18.869  0.606
H -20.605 -13.036 17.062  0.258
H -19.434 -14.214 17.551  0.142
H -21.431 -16.243 19.421  -0.600
H -19.947 -16.136 18.540  0.238

The calculation puts the HOMO-LUMO gap at 8.07 eV. As for the multiplicity: 1. The value obtained for the energy relative to the best compared isomer or geometry (same formula, charge and spin) is 0.0 kcal per mole. The HOMO energy is -8.08 eV.